1.
{"formula": "C30H50N4Re", "method": "wB97M-V/def2-TZVPD", "max_force_ha_per_bohr": 0.044, "homo_lumo_gap_ev": [1.75, 4.40], "spin_multiplicity": 4, "homo_ev": [2.4, 0.0], "charge": -2, "elements": ["Re", "C", "C", "N", "H", "N", "H", "C", "C", "C", "C", "C", "C", "H", "H", "H", "H", "C", "H", "H", "H", "C", "C", "C", "H", "H", "H", "H", "H", "H", "C", "H", "H", "H", "C", "C", "H", "H", "C", "H", "C", "H", "H", "H", "H", "H", "C", "H", "C", "N", "H", "N", "H", "C", "C", "C", "H", "H", "H", "H", "H", "H", "C", "H", "H", "H", "C", "C", "H", "H", "C", "H", "C", "H", "H", "H", "H", "H", "C", "H", "C", "C", "H", "H", "H"], "coordinates": [[0.42, 0.36, 1.01], [-0.27, -0.87, 4.53], [-0.80, -0.05, 2.49], [-0.07, 0.16, 3.66], [-1.75, -2.48, 4.47], [-1.65, -1.09, 2.84], [0.28, -0.97, 5.46], [0.72, -1.57, 0.36], [0.53, -1.93, -1.00], [0.19, -3.25, -1.32], [0.23, -4.26, -0.34], [0.58, -3.93, 0.97], [0.87, -2.61, 1.33], [0.68, -1.18, -1.78], [-0.07, -3.52, -2.34], [0.65, -4.72, 1.72], [1.27, -2.38, 2.32], [-0.04, -5.69, -0.71], [-0.31, -6.27, 0.17], [0.85, -6.17, -1.16], [-0.85, -5.76, -1.45], [1.05, 1.09, 3.70], [1.23, 1.52, 5.15], [2.28, 0.40, 3.15], [1.55, 0.70, 5.80], [2.01, 2.29, 5.19], [0.30, 1.95, 5.54], [1.52, 2.97, 2.84], [-0.23, 2.72, 3.11], [2.17, 0.05, 2.07], [0.70, 2.25, 2.80], [2.54, -0.48, 3.75], [3.11, 1.12, 3.16], [0.60, 2.07, 1.66], [-1.27, -1.63, 4.03], [-2.76, -3.02, 1.87], [-2.85, -3.65, 2.76], [-3.55, -3.31, 1.16], [-2.90, -1.54, 2.19], [-4.15, -1.04, 0.55], [-4.06, -1.29, 3.15], [-4.11, -0.23, 3.43], [-1.79, -3.20, 1.39], [-2.44, -1.08, 0.13], [-3.98, -1.88, 4.07], [-5.01, -1.55, 2.66], [-3.15, -0.77, 0.92], [-3.13, 0.31, 1.07], [1.95, 2.55, -4.07], [1.96, 2.02, -2.80], [0.39, 2.41, -5.62], [0.05, 1.51, -3.70], [2.80, 3.06, -4.51], [3.02, 2.26, -1.78], [4.36, 2.42, -2.50], [2.70, 3.52, -0.98], [4.39, 3.34, -3.10], [5.15, 2.50, -1.74], [4.58, 1.56, -3.14], [3.83, 1.21, -0.09], [3.19, 0.13, -1.38], [1.79, 3.39, -0.39], [3.04, 1.07, -0.85], [2.58, 4.39, -1.64], [3.54, 3.73, -0.30], [2.06, 0.99, -0.28], [0.77, 2.23, -4.63], [-2.25, 2.15, -3.13], [-2.11, 3.14, -3.56], [-3.30, 1.86, -3.28], [-1.37, 1.12, -3.82], [-2.63, -0.49, -3.21], [-1.74, 1.04, -5.29], [-1.09, 0.34, -5.82], [-2.06, 2.19, -2.05], [-1.27, -0.23, -2.11], [-1.70, 2.03, -5.78], [-2.77, 0.68, -5.36], [-1.56, -0.24, -3.17], [-0.99, -1.01, -3.70], [0.79, 1.42, -2.58], [-0.96, 1.18, 0.03], [-1.81, 0.79, -0.53], [-0.98, 2.29, 0.05], [0.50, 0.89, -1.69]], "lowdin_spin": [0.640, 0.053, 0.016, 0.003, 0.009, -0.002, 0.034, 0.035, 0.051, 0.000, 0.054, 0.004, 0.045, 0.005, 0.000, 0.002, 0.004, 0.012, 0.001, 0.004, 0.002, 0.009, 0.260, 0.074, 0.053, 0.063, 0.057, 0.029, 0.025, 0.029, 0.046, 0.024, 0.033, 0.006, 0.021, 0.005, 0.003, 0.001, 0.001, 0.002, 0.023, 0.011, 0.000, 0.001, 0.005, 0.002, 0.010, 0.005, 0.121, 0.006, 0.108, 0.007, 0.053, 0.010, 0.051, 0.028, 0.017, 0.007, 0.016, 0.010, 0.004, 0.002, 0.070, 0.010, 0.015, 0.041, 0.178, 0.036, 0.021, 0.007, 0.003, 0.004, 0.194, 0.052, 0.002, 0.002, 0.068, 0.023, 0.012, 0.006, 0.010, 0.019, 0.003, 0.009, 0.006]}


2.
{"formula": "C30H50P2RuSe", "method": "wB97M-V/def2-TZVPD", "e_above_lowest_kj_mol": 0.00, "max_force_ha_per_bohr": 0.049, "homo_lumo_gap_ev": [7.55, 6.40], "spin_multiplicity": 6, "homo_ev": [-9.2, -10.8], "charge": 1, "elements": ["Ru", "C", "C", "C", "C", "C", "C", "H", "H", "H", "C", "H", "H", "H", "C", "H", "H", "H", "C", "H", "H", "H", "C", "H", "H", "H", "C", "C", "C", "C", "C", "C", "C", "C", "H", "H", "H", "H", "H", "H", "H", "H", "H", "H", "H", "H", "P", "C", "H", "H", "H", "C", "H", "H", "H", "C", "H", "H", "H", "P", "C", "H", "H", "H", "C", "H", "H", "H", "C", "H", "H", "H", "Se", "C", "C", "C", "C", "C", "C", "H", "H", "H", "H", "H"], "coordinates": [[0.24, -0.06, 0.79], [-1.80, 1.71, 0.14], [-2.26, 0.80, -0.84], [-1.87, -0.45, 1.07], [-1.56, 0.96, 1.36], [-2.35, -0.49, -0.30], [-1.72, 3.18, 0.01], [-1.33, 3.47, -0.98], [-1.07, 3.62, 0.78], [-2.70, 3.68, 0.11], [-1.68, 1.51, 2.73], [-1.48, 2.59, 2.75], [-0.98, 1.00, 3.41], [-2.70, 1.34, 3.10], [-2.17, -1.45, 2.13], [-3.24, -1.43, 2.38], [-1.59, -1.22, 3.03], [-1.91, -2.47, 1.80], [-3.07, -1.62, -0.92], [-4.16, -1.50, -0.83], [-2.82, -2.58, -0.46], [-2.85, -1.69, -2.00], [-2.82, 1.20, -2.15], [-3.81, 1.66, -2.05], [-2.95, 0.33, -2.80], [-2.17, 1.92, -2.66], [1.59, 0.62, -3.16], [0.55, 1.45, -3.31], [-0.10, 1.70, -4.64], [-0.98, 0.58, -5.25], [-1.08, -0.73, -4.51], [-0.03, -1.55, -4.37], [1.32, -1.24, -4.97], [2.19, -0.14, -4.30], [0.66, 1.96, -5.39], [-0.59, 0.40, -6.26], [-0.73, 2.60, -4.53], [2.49, 0.55, -5.11], [2.09, 0.51, -2.19], [0.16, 2.02, -2.47], [3.12, -0.61, -3.95], [1.90, -2.17, -4.96], [-0.15, -2.56, -3.96], [1.20, -0.96, -6.03], [-1.99, 0.98, -5.37], [-2.10, -1.06, -4.27], [1.72, 1.88, 0.81], [1.49, 2.91, 2.32], [2.37, 3.55, 2.45], [1.36, 2.29, 3.21], [0.61, 3.56, 2.21], [3.48, 1.36, 0.82], [4.10, 2.20, 1.15], [3.78, 1.06, -0.19], [3.65, 0.51, 1.50], [1.77, 3.15, -0.51], [2.13, 2.70, -1.44], [2.46, 3.96, -0.22], [0.78, 3.58, -0.68], [1.01, -2.23, 0.25], [-0.16, -3.22, -0.77], [0.39, -4.05, -1.23], [-0.57, -2.58, -1.57], [-0.97, -3.62, -0.16], [2.41, -2.21, -0.94], [2.01, -2.17, -1.95], [3.02, -3.12, -0.84], [3.04, -1.33, -0.77], [1.50, -3.40, 1.60], [1.73, -4.39, 1.19], [0.68, -3.52, 2.32], [2.38, -3.03, 2.14], [1.54, -0.48, 2.77], [0.62, -0.68, 4.52], [0.06, -1.91, 4.88], [-0.50, -2.09, 6.14], [-0.51, -1.03, 7.06], [0.03, 0.20, 6.70], [0.61, 0.38, 5.44], [0.06, -2.73, 4.16], [-0.94, -3.05, 6.41], [-0.93, -1.18, 8.06], [0.01, 1.04, 7.41], [1.04, 1.34, 5.16]], "lowdin_spin": [2.834, 0.248, 0.164, 0.091, 0.077, 0.250, 0.032, 0.004, 0.002, 0.013, 0.015, 0.000, 0.002, 0.003, 0.022, 0.006, 0.001, 0.001, 0.037, 0.015, 0.002, 0.004, 0.016, 0.007, 0.000, 0.003, 0.007, 0.004, 0.001, 0.000, 0.000, 0.000, 0.000, 0.001, 0.000, 0.000, 0.000, 0.000, 0.005, 0.000, 0.000, 0.000, 0.000, 0.000, 0.000, 0.000, 0.120, 0.017, 0.001, 0.008, 0.001, 0.031, 0.005, 0.000, 0.003, 0.019, 0.000, 0.004, 0.000, 0.127, 0.015, 0.002, 0.001, 0.000, 0.044, 0.000, 0.006, 0.003, 0.022, 0.000, 0.001, 0.010, 0.536, 0.090, 0.021, 0.001, 0.011, 0.001, 0.024, 0.002, 0.000, 0.001, 0.000, 0.003]}


no.,DFT total energy (eV)
1,-40001.0119
2,-118418.5157